8 unconnected molecules or ions with the total composition C41H102N6O13 at a distorted geometry. Source: the Open Molecules 2025 dataset; level of theory: ωB97M-V/def2-TZVPD.

Properties
frontier orbital gap = 8.4378 eV
strongest force on any atom = 0.0584 hartree/bohr
LUMO energy = 0.44 eV

The geometry in XYZ format:
```
162
Properties=species:S:1:pos:R:3:forces:R:3
C 2.03313 -5.82992 7.32226 0.576 0.163 -1.015
O 1.36791 -6.99828 7.64669 -1.063 -0.935 0.702
C 0.80760 -7.72763 6.57200 1.409 -1.419 -0.426
C 1.91217 -8.45069 5.73901 0.620 1.402 -0.573
N 1.47069 -9.37480 4.65680 -0.114 0.619 1.697
C 0.75176 -10.53630 5.22325 -0.275 0.779 -1.343
C 1.64252 -11.47647 5.96153 0.287 -1.166 0.531
O 0.92087 -12.58861 6.49535 0.217 -0.244 -0.667
C 0.17863 -12.29046 7.63469 0.188 0.204 1.104
H 2.34240 -5.29204 8.21843 -0.148 -0.223 0.012
H 1.42538 -5.18448 6.68811 -0.232 0.278 0.025
H 2.90600 -6.10197 6.72880 0.454 0.394 0.033
H 0.23329 -7.10977 5.88170 -0.330 0.094 0.166
H 0.24178 -8.55366 7.00284 -0.551 0.578 0.263
H 2.72188 -8.84048 6.35589 -0.461 -0.621 0.779
H 2.48835 -7.65324 5.26976 -0.194 0.193 -0.622
H 2.35897 -9.70003 4.30286 -0.027 -0.266 -0.575
H 0.31007 -11.04636 4.36718 0.033 -0.317 0.025
H -0.11811 -10.17819 5.77386 0.245 -0.004 0.291
H 2.29468 -11.02058 6.70648 -0.426 0.368 0.556
H 2.38572 -11.89869 5.28515 -0.218 -0.225 -0.387
H -0.50934 -11.45621 7.49746 -0.063 0.091 0.011
H 0.85569 -12.08547 8.46394 0.189 0.567 0.180
H -0.37976 -13.13736 8.03352 -0.116 -0.305 -0.781
C -10.45154 -5.19695 -3.07863 -0.143 0.513 1.357
O -10.80262 -4.25329 -1.99201 -0.788 -1.336 -2.572
C -9.96820 -4.22953 -0.90370 -0.218 -0.203 2.109
C -10.63781 -3.29183 0.15012 0.297 0.264 -0.357
N -9.78299 -3.00526 1.32194 -0.565 -0.534 -1.616
C -8.59296 -2.28105 0.92099 0.758 0.553 1.145
C -7.88143 -1.69087 2.19087 0.402 -0.632 -2.044
O -8.33763 -0.37701 2.38917 -0.106 0.275 1.530
C -7.73985 0.33427 3.49535 0.228 0.252 -0.818
H -9.36921 -5.28280 -3.17507 0.116 0.422 -0.222
H -10.94333 -4.89699 -4.00397 0.224 0.460 0.214
H -10.78604 -6.21903 -2.90095 -0.288 -0.009 0.569
H -8.94527 -4.01313 -1.21172 0.154 0.626 0.175
H -9.89897 -5.15112 -0.32581 -0.015 -0.813 -0.410
H -11.59222 -3.66367 0.52284 0.207 -0.910 -0.068
H -11.00976 -2.42768 -0.40033 0.559 0.789 -0.105
H -10.37042 -2.49039 1.96220 0.365 0.346 0.193
H -8.75126 -1.53814 0.13924 -0.510 0.895 0.348
H -7.89612 -2.89591 0.35136 0.077 -0.785 0.648
H -6.81160 -1.72657 1.98523 0.388 0.469 -0.092
H -7.97799 -2.40770 3.00630 -0.670 0.278 0.472
H -6.75348 0.70133 3.21173 0.267 -0.116 -0.202
H -7.59410 -0.19898 4.43477 -0.422 -0.556 -0.131
H -8.32035 1.23467 3.69635 -0.315 -0.249 -0.123
C -3.31198 2.86584 -4.62491 0.006 -0.423 -0.287
O -3.19836 3.98551 -5.47353 -1.405 0.397 -0.762
C -4.28013 3.99806 -6.46358 1.245 -0.225 -0.562
C -3.72680 4.29218 -7.88545 -1.481 0.478 0.289
N -2.88646 3.23911 -8.32964 1.146 -1.289 -1.106
C -2.48382 3.26669 -9.77707 0.582 1.130 0.849
C -1.72743 4.55800 -10.21645 -0.896 0.277 0.135
O -2.65836 5.61941 -10.41119 -0.584 1.228 -0.207
C -2.12087 6.96611 -10.66067 0.403 -2.034 -0.058
H -3.04233 1.99002 -5.21510 0.374 -0.356 0.259
H -4.32465 2.65278 -4.28256 -0.289 0.423 0.121
H -2.68089 2.99646 -3.74584 0.144 0.004 -0.221
H -5.11309 4.63911 -6.17490 0.333 0.547 0.147
H -4.73360 3.01074 -6.55103 0.237 -0.323 0.156
H -3.25726 5.26360 -8.04030 -0.162 0.358 0.526
H -4.59236 4.26037 -8.54719 -0.317 0.351 -0.019
H -2.08651 3.25966 -7.71339 0.479 -0.335 -0.262
H -3.34305 3.07991 -10.42123 -0.196 0.264 0.162
H -1.77561 2.47259 -10.01364 -0.063 -0.312 0.506
H -1.16346 4.38256 -11.13256 0.091 -0.099 -0.247
H -1.01754 4.82068 -9.43214 0.233 0.061 0.210
H -1.48521 6.87576 -11.54150 0.460 0.218 0.093
H -1.56810 7.27559 -9.77366 0.161 0.219 -0.111
H -2.86832 7.71230 -10.93014 -0.500 -0.558 0.393
C 15.60980 3.99356 0.37911 -0.382 -0.273 0.270
O 14.72348 3.91345 -0.69109 -0.899 0.117 -1.223
C 14.00248 5.12773 -0.94264 0.192 -0.676 -0.157
C 12.73439 4.87984 -1.78393 1.450 1.087 0.645
N 11.84344 3.97250 -1.18275 -1.476 0.409 0.541
C 10.66196 3.71571 -2.03226 0.954 -0.941 0.837
C 9.74716 2.61579 -1.45994 -0.617 0.848 -0.179
O 8.96606 3.07725 -0.33138 0.328 -0.700 -0.934
C 7.93955 2.12687 -0.00985 1.331 0.298 0.458
H 16.38524 4.74528 0.23179 0.176 0.060 -0.010
H 16.03457 2.99574 0.48883 0.214 0.167 0.073
H 15.02166 4.22496 1.26717 0.251 0.146 0.447
H 14.64589 5.81332 -1.49410 0.135 0.188 -0.079
H 13.78529 5.57742 0.02623 -0.405 0.133 0.073
H 13.02417 4.63145 -2.80492 0.206 -0.359 -0.406
H 12.28052 5.86832 -1.85474 -0.254 0.195 -0.060
H 12.33591 3.18710 -0.78186 -0.393 -0.356 -0.368
H 11.08099 3.49534 -3.01407 -0.348 -0.991 -0.488
H 10.07335 4.59636 -2.28937 0.003 0.430 0.898
H 10.27664 1.69633 -1.21023 0.338 0.009 0.220
H 9.03409 2.34391 -2.23822 -0.088 -0.075 -0.314
H 8.36919 1.15673 0.23984 0.334 -0.193 0.140
H 7.26990 1.90427 -0.84059 -0.415 0.593 0.017
H 7.51995 2.52318 0.91480 -0.636 -0.116 -0.400
C -5.83092 8.25278 0.83324 -0.426 -0.712 0.366
O -4.58006 8.69127 1.29196 0.938 0.558 0.093
C -3.54243 7.69508 1.41561 -0.396 0.054 -0.139
C -2.15943 8.27734 1.81735 -0.956 0.250 -0.103
N -1.99245 8.47288 3.26644 0.413 -0.857 -1.273
C -0.74753 9.17918 3.65755 -0.687 0.020 -0.017
C -0.74608 10.63952 3.21252 0.937 -0.318 0.878
O -1.80648 11.27027 3.86020 -1.140 0.954 -0.824
C -2.72037 11.87201 2.94313 -0.321 -0.035 0.714
H -6.59447 9.02372 0.93681 0.401 0.322 0.237
H -6.17147 7.40428 1.42669 -0.103 -0.221 0.190
H -5.89836 7.92994 -0.20567 0.634 0.008 -0.324
H -3.46135 7.15881 0.47013 0.221 0.158 -0.358
H -3.87144 6.92633 2.11481 0.049 0.006 0.467
H -2.05602 9.24690 1.33015 -0.042 0.040 -0.587
H -1.41055 7.61278 1.38650 0.175 -0.076 0.310
H -2.82228 8.99146 3.51654 0.208 0.361 0.714
H 0.17760 8.74590 3.27742 -0.282 -0.674 -0.272
H -0.75129 9.01008 4.73435 0.423 0.746 0.131
H -0.70636 10.69701 2.12476 -0.798 -0.003 -0.226
H 0.13038 11.23118 3.47681 0.619 -0.502 0.388
H -3.27698 12.64479 3.47332 0.101 0.031 0.067
H -3.44710 11.12888 2.61491 -0.025 -0.066 -0.374
H -2.21442 12.33259 2.09461 0.060 -0.051 -0.060
C -1.47368 -6.48936 -3.17680 -0.811 0.098 -0.146
C -0.05789 -6.86293 -2.87055 0.337 -0.272 0.838
C 0.89264 -6.37226 -3.94522 0.423 -0.026 -0.912
C 1.27081 -4.91255 -3.89027 -0.908 0.643 -0.850
C 1.86101 -4.58718 -2.55875 -0.331 -0.009 0.384
C 0.88863 -4.90441 -1.42223 0.119 0.198 0.934
N 0.35889 -6.31061 -1.55818 2.722 0.667 -0.838
O -0.39031 -6.72719 -0.47091 -0.803 0.077 0.260
C 1.70446 -4.68340 -0.08252 -0.968 -1.341 -1.003
C -0.21301 -3.83093 -1.35657 0.761 -0.303 -0.109
C 0.03985 -8.39762 -2.92143 0.079 -0.175 0.570
H -2.11529 -7.14941 -2.59304 -0.284 0.349 0.112
H -1.69359 -6.67610 -4.22793 -0.120 0.087 -0.063
H -1.65885 -5.44384 -2.93043 -0.237 -0.098 -0.112
H 1.79493 -6.98157 -3.99726 0.196 -0.077 0.447
H 0.39532 -6.60074 -4.88786 -0.057 0.123 -0.169
H 0.37882 -4.31865 -4.08959 -0.364 0.107 0.298
H 1.88045 -4.59253 -4.73526 0.520 -0.395 0.064
H 2.04991 -3.52680 -2.39134 0.405 0.094 -0.459
H 2.78855 -5.15491 -2.48492 0.138 0.028 0.427
H 2.02749 -3.65198 0.05863 0.060 -0.094 -0.384
H 1.01581 -4.90989 0.73146 0.320 -0.192 0.280
H 2.55136 -5.36681 -0.14428 0.113 0.032 0.562
H -0.50092 -3.59352 -2.38070 -0.870 0.000 0.330
H -0.95295 -4.19050 -0.64152 -0.530 0.142 -0.540
H 0.22104 -2.92918 -0.92466 -0.050 0.126 -0.085
H 1.04167 -8.71159 -2.62839 0.047 -0.079 -0.120
H -0.19085 -8.76931 -3.91979 0.224 0.219 -0.216
H -0.67256 -8.92533 -2.28733 -0.048 0.316 0.332
H 0.27151 -7.12547 0.09915 -0.087 -0.247 0.178
C -0.10998 1.89076 3.92429 -0.056 0.065 1.102
O 1.06515 1.44345 4.60995 -0.169 0.140 -0.254
H -0.98658 1.46181 4.40975 0.009 -0.480 -0.207
H -0.23144 2.94986 4.15155 -0.022 0.240 -0.764
H -0.08036 1.62684 2.86713 -0.048 0.283 0.006
H 1.57479 2.24355 4.75725 0.298 -0.236 0.129
C 4.70768 5.82656 7.34782 0.864 1.196 0.660
O 4.37501 5.08124 6.24038 -1.110 -0.666 -1.356
H 5.76447 5.63112 7.52976 -0.039 -0.140 1.152
H 4.66056 6.90930 7.23143 -0.171 0.330 -0.599
H 3.99136 5.66931 8.15422 0.446 -0.722 0.117
H 4.90853 5.36107 5.49295 -0.004 -0.008 0.010
```
Forces are in eV/Å.